(1)
C16H29N2O4 | the ωB97M-V functional and the def2-TZVPD basis

```
51
Properties=species:S:1:pos:R:3:forces:R:3:mulliken_charge:R:1
C 1.699 0.003 0.024 -2.77 -4.39 4.35 -0.36
C -4.241 -2.833 -0.493 3.49 -0.61 7.70 -1.41
C -0.764 -0.973 -0.247 -2.83 -10.20 -2.81 -0.08
H -0.646 -1.081 -1.356 -0.22 0.57 0.58 0.29
C 5.521 -0.231 -0.331 -2.46 1.16 -0.96 -0.32
H -2.917 2.317 2.863 -0.82 -1.31 -2.54 0.24
H -3.576 3.742 0.528 -0.29 -2.67 2.11 0.05
H -1.186 2.464 0.799 -1.30 2.44 -1.14 0.28
H 5.903 -1.220 -0.523 0.72 0.03 -0.05 0.34
C -3.537 1.799 1.888 -0.37 2.83 9.11 -1.39
O -1.800 1.221 -0.346 1.03 -10.79 -1.27 -0.36
H -4.656 -2.395 0.453 0.09 0.30 -1.01 0.36
C -3.377 2.562 0.755 0.54 4.57 -9.39 -0.01
H 5.550 0.467 -1.270 -0.04 -1.55 1.68 0.29
H -2.381 5.155 -0.405 -2.68 0.95 2.33 0.50
H -2.764 -0.534 0.038 0.27 -3.88 0.01 0.28
H -3.357 0.787 2.061 0.40 -1.76 -0.88 0.38
C 0.637 0.812 -0.195 1.29 -8.43 3.52 -1.20
C 3.041 0.328 -0.189 2.18 -7.43 0.13 0.20
H -4.625 -2.430 -1.282 -1.87 2.46 -4.94 0.37
N 0.400 -3.230 0.014 -3.75 0.76 -15.64 0.03
H 7.205 0.554 0.615 -1.79 0.34 1.14 0.33
C -0.655 0.287 0.246 -1.30 7.90 1.35 0.92
C 6.078 0.533 0.900 -0.01 1.51 -3.56 -0.89
H 1.433 -1.036 2.181 0.96 -1.32 -3.04 0.32
H -1.426 5.314 -1.576 1.72 4.08 -6.69 0.64
H 0.913 1.629 -0.546 1.31 7.79 -3.48 1.37
H -0.793 3.040 -1.817 -0.21 -1.19 -0.15 0.39
H 5.833 0.026 1.787 0.12 -0.57 1.26 0.31
H -0.604 4.689 -0.117 -0.97 0.98 -0.42 0.35
O 3.241 1.368 -0.548 3.35 9.31 -2.75 -0.44
O -2.019 -3.622 -0.670 6.30 -7.54 -2.60 -0.56
H 0.871 -3.932 0.288 4.57 -5.74 3.75 -0.01
H 2.262 -2.027 0.677 4.25 -3.01 -0.57 0.83
H 0.810 -2.920 -1.010 0.12 -2.48 1.71 0.55
C 0.215 -2.018 0.382 -1.39 6.62 13.51 -0.94
H -4.489 -3.808 -0.314 -0.79 -2.79 -0.42 0.45
C -2.685 -2.767 -0.296 -7.94 7.01 -0.23 0.78
H -2.669 3.161 -1.742 -1.14 -0.06 -2.34 0.45
C 1.604 -1.398 1.032 -7.34 6.63 -0.72 -1.32
H -3.977 2.127 -0.090 -0.49 0.25 0.65 0.31
H -0.683 -3.547 -0.564 -0.11 -0.14 1.65 0.53
C -1.731 3.116 -1.295 0.09 7.67 1.45 -0.78
C -2.047 2.488 -0.062 4.41 -0.58 7.54 0.13
H -4.506 2.043 2.418 0.41 -0.66 -1.06 0.39
C -1.496 4.843 -0.768 1.66 -8.15 3.76 -1.59
N -2.270 -1.579 0.046 2.62 7.55 0.41 -0.13
O 4.025 -0.718 -0.175 -0.31 2.38 0.69 -0.42
H -0.655 0.300 1.343 -0.64 0.23 0.06 0.14
H -0.339 -2.483 1.513 0.52 2.78 -2.13 0.17
H 5.570 1.587 0.855 1.37 -1.87 0.37 0.25
```
Positions in Å, forces in eV/Å.

Its spin multiplicity is 1. Its charge is +1. Its molar mass is 313.42 g/mol. For the energy above the lowest of the compared OMol25 structures with the same formula, charge and spin, the calculation gives 394.12 kcal per mole. As for the HOMO energy: -12.1 eV. For the HOMO-LUMO gap, the calculation gives 9.170 eV. The calculation puts the electronic energy at -1036.7355 a.u.

=====

(2)
C16H29OV | the ωB97M-V functional and the def2-TZVPD basis

```
47
Properties=species:S:1:pos:R:3:forces:R:3:lowdin_spin:R:1
H 3.332 1.966 -0.375 -0.03 -0.20 -0.41 0.00
C -0.852 1.357 4.373 -0.94 0.20 0.89 0.00
C -0.726 1.041 2.921 3.17 -0.84 -0.43 0.00
H -0.267 -2.174 2.084 0.38 -0.61 -0.51 0.00
C -1.331 -3.583 0.760 -0.68 0.82 0.00 0.00
H -1.571 -3.462 -0.301 -0.03 -0.20 0.05 0.00
H 3.863 1.783 -2.070 -0.44 -0.15 0.50 0.00
H -2.248 -3.247 1.318 0.88 -0.34 -0.46 0.00
O 0.382 0.667 2.411 -2.29 1.13 -0.58 0.00
H -0.152 2.111 4.760 0.18 -0.30 -0.51 0.00
C 1.810 1.253 -1.754 -0.66 0.39 -1.72 0.00
V 0.511 0.906 -0.323 -1.02 -2.24 8.74 1.98
C 3.211 1.339 -1.282 1.19 0.11 0.15 0.00
C -1.237 -0.828 -2.483 -0.87 -1.24 0.00 0.00
C 0.878 3.684 -1.190 0.15 0.57 0.19 0.01
H 1.096 4.429 -1.981 -0.15 -0.54 0.15 0.00
H -2.230 0.263 1.630 0.04 -0.18 0.04 0.00
H -2.283 -0.630 -2.188 0.68 0.10 0.26 0.00
H -2.578 1.209 -1.575 0.32 0.49 0.11 0.00
C -0.516 1.615 -1.895 1.29 -0.26 -1.62 0.00
H -1.858 1.775 4.515 0.33 -0.08 0.19 0.00
H 2.070 -3.448 1.673 -1.00 0.05 -0.41 0.00
H -0.992 -1.852 -2.125 -0.05 0.79 0.01 0.00
C -1.921 1.215 2.065 -0.60 0.17 -0.02 0.00
H 0.703 -4.616 1.863 0.39 1.01 -0.41 0.00
C 1.179 -0.028 -2.025 -0.25 1.26 -0.75 0.00
H -1.353 -0.969 -3.576 0.60 0.48 0.33 0.00
H -1.951 2.560 -0.581 0.11 -0.25 -0.48 0.00
C 1.771 -1.379 -1.931 0.32 -0.81 -0.26 0.00
H 1.271 -4.213 0.246 -0.04 0.31 0.45 0.00
H -1.736 1.919 1.246 0.11 -0.01 0.23 0.00
H -2.354 2.827 -2.243 0.73 -0.45 0.04 0.00
H 2.556 -1.478 -1.180 0.02 0.14 -0.03 0.00
C 1.081 -3.759 1.241 0.53 -0.02 0.07 0.00
H 0.104 -1.822 0.416 0.03 -0.95 0.06 0.00
H -1.202 -4.686 0.942 0.09 1.28 -0.05 0.00
H 3.627 0.328 -1.071 -0.31 0.78 -0.12 0.00
C -0.219 0.214 -2.114 -0.97 -0.17 -2.04 -0.01
H -2.739 1.603 2.670 -0.15 -0.02 -0.38 0.00
H 2.211 -1.669 -2.892 0.06 0.17 0.06 0.00
H -0.079 3.980 -0.731 0.43 0.12 -0.02 0.00
C -0.065 -2.700 1.119 -0.56 -1.10 1.14 0.00
H 1.709 3.778 -0.477 -0.28 0.05 -0.01 0.00
C -1.886 2.068 -1.576 -1.38 0.72 0.37 0.00
H -0.794 0.508 5.088 0.22 0.13 -0.82 0.00
H 1.023 -2.145 -1.711 0.05 0.23 0.01 0.00
C 0.752 2.293 -1.694 0.44 -0.56 -2.02 0.01
```
Positions in Å, forces in eV/Å.

Its spin multiplicity is 3. Its charge is +2. Its molar mass is 288.35 g/mol. As for the HOMO energy (alpha / beta): -16.8 / -16.8 eV. As for the expectation value of S²: 2.040. For the HOMO-LUMO gap (alpha / beta), the calculation gives 7.644 / 8.412 eV. The calculation puts the electronic energy at -1645.5769 a.u.

=====

(3)
C16H30B3Br12NO4S2 | the ωB97M-V functional and the def2-TZVPD basis

```
68
Properties=species:S:1:pos:R:3:forces:R:3:mulliken_charge:R:1
C 3.244 2.846 1.994 0.06 0.18 0.02 -0.07
H 1.932 -9.221 -2.609 1.10 1.59 -1.04 0.37
H 4.180 -1.757 -3.838 0.04 0.15 0.12 -0.08
H -3.620 1.410 5.246 -1.25 0.79 -2.48 0.38
C 2.675 -5.705 -3.382 -0.38 0.36 -0.97 -0.51
C -4.248 1.883 4.350 -0.95 0.31 1.19 -0.57
H -0.817 7.755 -5.075 0.00 -0.21 0.47 0.35
Br -0.537 5.371 -4.394 -0.05 0.48 0.18 -0.01
C 3.841 -10.016 -4.201 0.54 -0.26 -0.38 -0.61
H -4.303 1.025 0.206 -1.54 0.59 2.18 0.23
Br -2.627 7.597 -3.364 0.51 -0.11 -0.13 -0.01
Br 0.013 6.211 0.051 0.54 -0.27 -0.17 0.15
H 3.281 3.334 1.014 0.07 -0.29 0.63 -0.08
H 0.766 -6.822 -2.490 1.86 -0.30 -1.41 0.30
C -4.876 3.294 4.986 -0.25 -0.74 0.18 -0.85
H 3.630 -5.869 -2.712 -1.86 0.16 -1.22 0.28
B 2.059 -4.233 -2.985 -0.90 0.74 0.35 0.46
H -4.106 4.175 4.999 -1.56 -1.79 -0.08 0.11
N -3.409 2.105 3.111 0.10 -2.91 -1.21 0.31
C -4.213 2.617 1.936 -0.23 0.55 -2.13 -0.70
C 2.550 -8.316 -3.017 0.31 1.49 0.82 -0.41
B 3.325 -2.277 -3.218 -2.46 -1.75 1.67 0.44
C -0.058 -1.578 0.409 -0.97 -0.16 -0.18 -0.40
H -5.866 3.595 4.440 1.99 -0.43 0.93 0.29
H 3.347 -7.972 -2.200 -1.75 -1.00 -1.37 0.22
H 5.010 -9.978 -4.299 -2.22 -0.13 0.34 0.20
H 0.357 -2.554 0.950 -0.79 2.29 -1.03 0.29
H -5.328 0.575 1.831 0.59 1.53 -1.65 0.21
C -0.066 -0.262 1.419 1.70 -0.91 0.47 -0.13
Br 3.562 0.950 1.696 0.03 0.43 0.07 -0.01
C 1.785 5.880 -0.681 -0.08 0.14 -0.05 -0.08
B 1.778 -2.485 -1.458 0.37 -1.39 -0.11 0.74
O 2.266 -3.079 -3.929 2.62 -0.31 3.75 -0.49
H 1.442 -0.285 -0.923 -1.49 -2.06 0.20 0.02
Br 4.639 3.651 3.084 -0.33 -0.24 -0.21 -0.05
C -2.679 0.854 2.663 -0.06 -1.34 1.20 -0.15
O 1.334 -3.897 -1.730 2.76 2.58 -2.26 -0.56
H 3.029 -5.621 -4.518 -0.57 -0.27 2.59 0.16
C -0.855 7.267 -4.096 -0.09 0.02 -0.23 -0.31
H -5.940 1.934 0.569 1.96 -1.31 1.23 0.31
Br -1.923 6.067 6.387 0.20 -0.16 -0.37 -0.07
O 3.339 -8.626 -4.239 -1.16 -1.56 1.83 -0.30
Br 2.103 3.984 -0.979 -0.26 0.47 -0.30 0.00
C 1.618 -6.954 -3.284 1.10 -1.18 -1.02 -0.50
S -2.807 -0.687 3.432 0.22 3.01 -0.96 -0.18
O 3.243 -2.246 -1.715 -2.91 -0.12 -3.55 -0.47
H 0.905 0.372 1.147 -2.34 -1.11 0.57 -0.35
C -0.768 5.457 4.946 0.51 -0.14 0.11 -0.35
Br 3.181 6.686 0.410 -0.36 -0.28 -0.19 -0.04
Br 1.472 3.176 2.725 0.60 -0.16 -0.23 0.23
H -5.033 3.409 2.202 1.89 -1.52 0.14 0.36
Br -0.476 6.845 3.615 -0.13 -0.36 0.40 -0.02
S -1.534 0.881 1.134 -0.43 0.52 1.50 -0.04
H 0.027 -1.077 -1.884 1.45 -0.47 1.96 0.28
C -4.998 1.419 1.089 0.04 1.04 -0.48 -0.68
C 0.772 -1.271 -0.973 0.42 0.50 -0.68 -0.23
H -5.183 3.024 6.103 0.72 0.65 -2.38 0.30
H 0.082 -0.564 2.562 -0.76 0.65 -2.52 0.37
Br -1.421 3.810 4.142 -0.05 0.82 0.25 0.05
H 1.823 6.369 -1.660 0.01 -0.35 0.49 0.03
H -5.150 1.190 4.034 1.78 1.13 1.03 0.28
H 3.534 -10.579 -3.219 0.63 1.13 -1.86 0.30
H -1.178 -1.828 0.082 2.47 0.52 0.95 0.23
H -3.446 3.166 1.209 -1.65 -1.17 1.52 0.23
H 3.433 -10.605 -5.126 0.63 1.12 1.74 0.20
H 1.140 -7.127 -4.364 0.85 0.53 2.45 0.27
H 0.207 5.230 5.391 -0.40 0.19 -0.17 0.38
Br 0.541 8.072 -3.005 -0.40 0.10 -0.51 -0.03
```
Positions in Å, forces in eV/Å.

Its spin multiplicity is 1. Its charge is 0. Its molar mass is 1355.84 g/mol. For the energy above the lowest of the compared OMol25 structures with the same formula, charge and spin, the calculation gives 178.63 kcal per mole. As for the HOMO energy: -8.4 eV. For the HOMO-LUMO gap, the calculation gives 7.952 eV. The calculation puts the electronic energy at -32742.3785 a.u.

=====

(4)
C16H30Br10Cl6O | the ωB97M-V functional and the def2-TZVPD basis

```
63
Properties=species:S:1:pos:R:3:forces:R:3:mulliken_charge:R:1
Cl 1.272 -1.658 -0.506 5.03 -3.08 -1.88 0.58
H -0.686 3.245 -0.191 1.48 0.08 1.46 0.33
C 0.990 -0.294 -3.943 0.55 -0.29 -3.89 -0.67
C -1.557 -0.069 3.482 1.45 -1.71 0.69 -0.66
Cl -2.136 3.153 -1.290 -1.40 0.28 -2.70 -0.16
Br -0.209 -2.190 2.092 4.40 1.68 12.75 -0.12
Cl 3.151 -2.339 -2.654 1.50 -7.14 1.68 -0.20
H 1.962 0.837 -1.214 -3.61 0.55 -0.41 -0.13
H 1.577 -0.011 1.238 4.50 -1.29 2.40 -0.01
H 0.453 -0.636 -2.305 -0.73 1.12 3.54 0.00
Br -1.303 1.576 4.466 -0.22 -0.65 1.95 -0.23
Cl -3.550 1.980 -3.685 0.14 0.60 -0.31 -0.12
H 0.586 2.006 -0.924 0.74 0.20 -0.73 0.49
H 0.223 0.245 2.350 0.48 -0.39 1.10 0.05
C 3.012 -1.729 -0.963 -0.41 -2.49 -0.27 0.51
H 3.394 -0.709 -1.009 0.10 -1.74 0.49 -0.07
H 2.043 1.675 1.662 0.03 -0.23 -0.14 0.16
H -1.892 -0.790 4.227 -0.33 0.12 -0.12 0.60
H -0.525 0.702 -2.509 0.08 0.52 0.41 1.19
C 3.302 0.150 2.428 3.01 1.70 -1.06 -0.93
C 0.486 1.071 -4.468 -0.13 -0.17 0.41 -0.24
Br 0.890 4.177 1.567 -0.61 -0.57 -0.21 -0.17
Br -3.367 -4.923 1.087 0.91 0.35 0.35 -0.21
H 0.587 -0.499 3.862 -2.19 -0.46 -0.43 0.28
H -2.074 3.649 1.851 -0.80 -0.24 -0.56 0.56
Cl -4.519 1.717 -1.052 -2.30 -0.13 -1.03 -0.15
C 0.922 0.969 -0.916 -1.87 1.45 -1.29 -0.72
Br -2.820 1.238 1.069 -0.64 2.95 1.94 -0.08
Br 2.657 -0.053 -2.884 -1.89 6.91 -5.63 -0.02
C -0.394 2.847 0.781 -0.08 1.13 0.56 0.47
C -0.136 -0.513 3.046 -1.32 1.12 1.72 0.06
C -1.087 -0.306 -0.777 2.28 0.56 1.12 -0.39
O 0.818 0.605 0.453 -10.66 1.00 -8.46 -0.04
C -1.570 2.695 1.696 0.33 0.81 0.39 -0.11
H 0.009 -1.269 0.762 -0.22 3.81 -1.19 -0.29
H 3.965 0.971 2.702 0.02 -0.04 1.06 0.53
H -0.973 0.133 1.357 0.55 -0.57 -1.25 -1.15
H -1.985 0.311 -0.756 0.86 -0.89 0.12 -0.38
H 0.268 -0.908 -3.404 0.24 0.37 -1.77 0.55
Br -2.144 -2.859 -1.300 -1.07 -4.06 0.16 -0.16
H -1.147 -4.318 2.233 -0.42 -0.38 -0.28 0.53
C 0.006 0.169 -1.721 -3.45 -0.03 -0.40 -0.55
H -2.509 0.926 -1.918 -0.33 0.66 -0.38 -0.41
H -0.239 -2.589 0.451 -1.43 -1.97 -3.01 0.37
H -0.383 -4.218 -0.126 -0.32 -0.27 0.20 0.57
C 2.401 0.695 1.344 5.27 -1.35 6.20 0.19
H 4.019 -0.507 1.935 -0.40 -0.91 0.68 0.41
H 1.099 -0.934 -4.818 1.29 0.15 -0.31 0.59
C -0.321 -0.248 0.572 -3.16 2.06 -3.54 -1.27
Br -1.107 0.741 -5.650 1.12 0.09 0.67 -0.19
C -0.960 -3.389 0.285 -1.80 -1.90 -3.25 -0.08
Br 3.390 1.029 -0.335 6.07 3.22 4.82 -0.26
C -1.755 -3.736 1.540 -2.85 -2.36 -0.89 -0.72
H -1.308 -1.350 -1.001 0.57 2.55 0.40 -0.19
H 0.126 1.892 0.709 -0.44 1.65 0.59 -0.61
H -1.217 2.483 2.705 -0.22 -0.24 -1.26 0.07
Br 2.449 -0.587 4.030 3.86 0.12 -0.13 -0.22
H -2.238 0.043 2.638 0.18 -0.16 1.18 0.41
H 1.180 1.686 -5.041 0.21 -0.77 -0.31 0.50
Cl 3.854 -2.665 0.267 0.16 -0.05 -0.47 -0.12
H 0.235 1.720 -3.629 -0.48 -0.01 -0.40 0.23
C -3.088 1.845 -2.010 -0.31 -0.17 -0.19 1.37
H -2.132 -2.888 2.111 -1.30 -1.07 -0.90 0.45
```
Positions in Å, forces in eV/Å.

Its spin multiplicity is 1. Its charge is 0. Its molar mass is 1250.17 g/mol. For the energy above the lowest of the compared OMol25 structures with the same formula, charge and spin, the calculation gives 715.77 kcal per mole. As for the HOMO energy: -8.2 eV. For the HOMO-LUMO gap, the calculation gives 7.792 eV. The calculation puts the electronic energy at -29203.0110 a.u.